Entry 1:
The following is a DFT calculation (the ωB97M-V functional and the def2-TZVPD basis) of a structure of composition C6H31O11 in a non-equilibrium geometry.

XYZ file:
```
48
Properties=species:S:1:pos:R:3:forces:R:3
C -2.418953 1.052253 0.526255 -0.9412 0.9434 2.1477
O -1.385552 1.987794 0.586675 0.6156 0.3493 0.0853
C -2.773861 0.753752 -0.964356 2.5159 -1.2232 0.8494
C -2.836589 -0.808656 -1.187387 -0.5663 0.7904 0.0101
C -1.737028 -1.574844 -0.502636 -0.2293 -0.3122 0.4781
C -1.959879 -2.681010 0.208602 -0.2376 -0.4218 -0.3051
C -0.953761 -3.460350 0.980990 2.1703 0.7487 1.9810
H -3.284405 1.476487 1.197710 0.7305 -0.5556 -1.5881
H -2.130535 0.189221 1.195478 -0.1638 0.0990 -1.2868
H -3.538828 1.410541 -1.343147 -0.8045 -0.3977 -0.1060
H -1.854684 1.118360 -1.461115 -0.4894 -0.3625 -0.0369
H -3.792545 -1.114839 -0.757120 -0.0304 -0.4268 -0.1675
H -2.794489 -1.137846 -2.232384 -0.3039 0.5571 -0.0980
H -0.707499 -1.228563 -0.604929 -0.2071 0.3246 0.1862
H -2.951092 -3.138965 0.247831 -0.1002 0.5387 -0.0437
H -1.335531 -4.229095 1.659321 -0.3947 -0.0010 -0.4801
H -0.395153 -2.786523 1.711478 -0.7293 -0.4315 -0.7853
H -0.071513 -3.882189 0.478329 -0.5117 -0.0978 -0.3719
H 3.936790 -1.456478 -1.022119 0.1678 0.1077 -0.2025
H 3.002335 -0.632695 -0.140596 1.1294 0.0526 -0.4326
O 3.815299 -0.534811 -0.767496 -0.4226 -0.6812 0.4725
H 1.509903 3.153124 0.190299 0.3505 0.3180 -0.2029
H 2.839200 2.706864 -0.341817 0.1665 -0.0421 -0.5828
O 2.354744 3.516907 -0.128478 -0.4217 0.0227 0.8546
H -0.100306 -3.632423 -1.379409 0.2748 -0.1930 -0.5404
H 0.553871 -2.351264 -1.593197 0.4866 0.2562 -0.3175
O 0.597366 -3.249670 -1.939330 -0.5433 -0.1375 0.5381
H 1.220557 1.976119 -3.594674 -0.1603 0.1237 0.0588
H -0.210002 1.898561 -2.925444 0.6878 0.3460 -0.0790
O 0.431332 1.444629 -3.489150 -0.6287 -1.2886 -1.8634
H -0.627350 2.436838 -0.703124 0.0426 0.2589 0.1429
H 0.304294 3.571390 -1.386662 -0.1530 0.1126 0.1120
O -0.036497 2.679636 -1.492019 -0.4282 0.5994 0.9106
H 1.391854 -0.043338 0.967014 -0.3912 -0.4941 0.0550
H 2.179893 -1.174242 1.624816 -0.1555 -0.0501 -0.0711
O 1.874052 -0.904020 0.746744 -0.4485 -0.0066 0.4505
H 2.605590 0.560823 -1.556150 0.0273 -0.1608 -0.2409
H 1.771361 1.866362 -1.951169 -0.3650 -0.6163 0.4475
O 2.633924 1.443354 -1.938264 0.8208 1.0212 -0.0583
H -0.377557 1.590910 1.145467 -0.5919 -0.0683 -0.1814
H 1.361588 1.660768 1.577721 -0.0987 0.3268 0.2715
O 0.584724 1.101534 1.669777 0.0235 0.4170 -0.1898
H 1.162703 -0.303539 4.402842 0.2896 -0.6546 0.2450
H 0.590111 0.162299 3.135174 0.9717 -1.0588 -0.6941
O 1.090873 -0.639678 3.500342 -0.9526 1.3934 0.5480
H -1.162617 -1.166413 3.086527 0.2569 0.0293 0.4281
H -2.654513 -1.162227 3.078886 0.0802 0.0774 0.3876
O -1.910314 -1.109715 3.700214 -0.3379 -0.1321 -0.7342
```
Forces are in eV/Å.

spin multiplicity: 1
net charge: -1
highest occupied orbital energy: -0.2246 Ha
energy above the lowest of the compared OMol25 structures with the same formula, charge and spin: 128.19 kJ/mol

Results of the Löwdin charge analysis, in e, for atoms 1 through 6: -0.31 -0.26 -0.13 -0.18 -0.14 -0.18

***

Entry 2:
The following is a DFT calculation (the ωB97M-V functional and the def2-TZVPD basis) of a cluster of 2 separate species, C3H12O2Si2 in total in a non-equilibrium geometry.

XYZ file:
```
19
Properties=species:S:1:pos:R:3:forces:R:3
C 1.992562 -1.210727 2.157777 -0.7357 -1.1186 -2.2020
C 1.064218 -1.048497 -1.949598 1.4303 -1.6724 -3.1077
C -2.135425 1.993790 -0.521211 1.7507 1.6926 0.4161
O 0.647163 -0.695364 1.844398 1.2629 -0.6139 1.4400
O 1.043836 -1.129629 -0.602303 0.2251 -0.2624 1.2095
Si -2.010125 0.283210 0.283012 -2.5789 1.0874 0.2579
Si 0.240684 -0.152318 0.394800 1.3528 2.1708 -0.1077
H 2.706731 -0.743836 1.489227 0.2810 0.6230 0.3513
H 2.106725 -2.283855 1.842005 -0.6915 0.7635 0.5078
H 2.225431 -1.126716 3.191269 -0.0776 0.4336 0.7290
H 0.354223 -0.443399 -2.389493 -2.2640 1.4842 -0.5042
H 0.906781 -2.044107 -2.425528 0.2203 0.4278 0.5208
H 1.956659 -0.621399 -2.433953 0.4542 -0.2946 0.8733
H -1.437484 2.278436 -1.381944 -0.6066 -0.6788 1.3558
H -3.103200 2.204237 -0.901551 -1.1896 -0.1502 -0.2916
H -1.994427 2.789537 0.299855 0.1155 -1.1599 -1.1961
H -3.044308 -0.571123 -0.456307 1.0255 -0.0483 0.2312
H -2.747421 0.468384 1.668632 1.1044 -0.3344 -1.0204
H 1.227378 2.053378 -0.109087 -1.0789 -2.3494 0.5371
```
Forces are in eV/Å.

spin multiplicity: 1
highest occupied orbital energy: -0.3085 Ha
energy above the lowest of the compared OMol25 structures with the same formula, charge and spin: 526.65 kJ/mol

Results of the Löwdin charge analysis, in e, for atoms 1 through 6: -0.09 -0.21 -0.38 -0.32 -0.28 0.50

***

Entry 3:
The following is a DFT calculation (the ωB97M-V functional and the def2-TZVPD basis) of the molecule C15H22FN3O4 in a non-equilibrium geometry.

XYZ file:
```
45
Properties=species:S:1:pos:R:3:forces:R:3
O 0.760702 -3.271859 3.150711 -0.7626 1.9551 -1.8851
O -0.210094 6.115819 0.572274 1.0681 -1.5531 -1.1353
F 0.476636 -3.695847 -0.913608 0.7549 0.2699 0.3630
O 0.076696 -2.258286 1.141171 0.3099 0.3915 1.6366
O -1.812220 0.928915 1.803446 0.1425 0.4837 0.0362
C 0.658846 -3.239588 1.917811 -0.5214 0.5392 3.0066
C -1.063538 5.246809 0.368158 -0.7206 3.0291 1.4766
C 1.873194 -6.814957 0.091880 -0.5192 -0.0453 -2.8669
C 1.664202 -6.825449 1.411036 0.3190 1.6950 2.8229
C 1.602548 -5.657289 -0.727533 0.9792 -2.7073 -1.5681
C 1.389102 -5.570037 2.067359 -0.1286 -1.6109 -1.1525
C 1.137714 -4.578201 -0.126281 -1.0147 1.2223 1.1584
C 1.149164 -4.446051 1.282474 -0.7138 -0.4998 -1.5352
N -2.331546 5.721677 0.756313 -0.5475 -3.1802 -0.5980
N -0.899303 3.992729 -0.141156 -2.6369 -0.1969 0.0884
N -0.660890 1.408067 -0.985156 0.1037 -1.5658 0.4518
C -1.271775 2.679292 -2.868113 -0.7539 1.4135 -1.7343
C 1.232798 1.870205 -2.447102 -0.2660 1.9756 0.5429
C -0.357116 -1.033370 1.874089 -0.7578 -0.6533 1.6808
C 0.024202 0.789416 0.191372 -0.6123 2.1915 -0.5341
C 0.149215 3.705187 -1.063177 1.3101 0.6802 -0.6926
C -1.050060 0.051651 0.964654 1.7326 -1.5799 1.4660
C -0.115158 2.460220 -1.858693 -0.8215 -2.2579 0.1708
H -1.263848 1.589692 2.317481 -0.4379 -1.3905 -1.1595
H 2.002909 -7.805210 -0.335652 0.4541 0.3582 -0.5517
H 1.815043 -7.744803 2.004075 -0.2625 0.6738 -0.3889
H 1.616743 -5.574569 -1.852144 0.0621 -0.8190 1.3556
H 1.205624 -5.602629 3.133094 0.2209 0.5526 -0.0919
H -2.181607 6.590574 1.307495 -0.9142 -1.4408 -0.2858
H -3.052064 4.926285 0.848753 1.0440 2.5983 0.4487
H -1.709805 3.311035 -0.127509 1.3492 1.7680 -0.0154
H -1.556206 1.712760 -0.613763 0.0293 -0.4163 -0.3108
H -0.848508 3.219825 -3.740770 -0.1916 -0.1500 0.3347
H -1.735966 1.783086 -3.300578 0.6409 -0.1955 0.4435
H -2.217620 3.316772 -2.622442 1.9371 -0.8532 0.5201
H 1.964348 1.840837 -1.633807 -0.0992 0.2010 0.1489
H 1.677453 2.573483 -3.189303 -0.4413 -0.7594 0.1923
H 1.186070 0.842532 -2.755926 -0.5537 -0.2378 -0.6740
H 0.487982 -0.574871 2.352061 0.9987 0.1484 -0.0995
H -0.949682 -1.305169 2.824132 0.2087 0.0773 -1.9117
H 0.949506 0.255071 0.099456 0.0357 -1.1749 -1.3768
H 0.463938 1.601972 0.767484 -0.4000 0.4736 1.0496
H 0.403196 4.522472 -1.798976 -0.3657 -0.3973 1.1195
H 0.980868 3.491377 -0.425318 1.2355 0.1642 -0.0663
H -1.661693 -0.549576 0.280228 -0.4932 0.8229 0.1207
```
Forces are in eV/Å.

spin multiplicity: 1
highest occupied orbital energy: -0.3319 Ha
energy above the lowest of the compared OMol25 structures with the same formula, charge and spin: 312.87 kJ/mol
SMILES string: CC(C)(CNC(N)=O)NC[C@H](O)COC(=O)c1ccccc1F

Results of the Löwdin charge analysis, in e, for atoms 1 through 6: 0.08 0.01 0.08 0.01 -0.04 -0.39